1.
The following is a DFT calculation (ωB97M-V/def2-TZVPD) of the molecule C5H8O.

Calculated values
- lowest unoccupied orbital energy (eV) = 1.188
- structure (SMILES) = C=COC1CC1
- total charge = 0
- E_HOMO (eV) = -8.875

Each line ends with the Mulliken charge.
Cartesian coordinates (Å):
C: 1.73170 -0.56002 1.09035  -0.74
C: 1.71247 0.59021 0.42900  0.06
O: 0.85061 0.83771 -0.60321  -0.37
C: -0.22053 -0.03256 -0.84044  -0.16
C: -1.35163 -0.50706 0.09866  -0.52
C: -1.54633 0.63958 -0.85431  -0.53
H: 1.16275 -1.38191 0.66409  0.29
H: 2.21744 -0.64901 2.05103  0.26
H: 2.36944 1.43854 0.64700  0.36
H: 0.02624 -0.78400 -1.58814  0.39
H: -1.84334 -1.44641 -0.18400  0.24
H: -1.43010 -0.33166 1.17149  0.26
H: -2.17083 0.58561 -1.73858  0.24
H: -1.50791 1.60096 -0.34295  0.23

Forces on atoms 1 to 3 (eV/Å):
C -0.11 0.02 -0.10
C -0.20 -0.24 0.14
O 0.48 0.23 0.60

2.
The following is a DFT calculation (ωB97M-V/def2-TZVPD) of a structure of composition C5H8O in a non-equilibrium geometry.

Calculated values
- lowest unoccupied orbital energy (alpha / beta) (eV) = 0.294 / 0.294
- total charge = 0
- E_HOMO (alpha / beta) (eV) = -9.023 / -9.023

Each line ends with the Mulliken charge.
Cartesian coordinates (Å):
C: 2.62913 0.36805 -0.47161  -1.32
C: 1.27186 0.42076 0.01980  0.64
C: 0.09715 0.42497 0.36047  -0.19
C: -0.91595 -0.48389 -0.33410  -0.48
C: -2.21684 -0.34220 0.51525  -0.29
O: -2.04043 0.73914 1.36983  -0.64
H: 3.22563 1.03943 0.14678  0.32
H: 3.03936 -0.64444 -0.38645  0.30
H: 2.68321 0.70462 -1.51255  0.30
H: -1.00135 -0.13373 -1.37343  0.27
H: -0.52576 -1.51150 -0.37380  0.33
H: -3.04471 -0.22430 -0.21070  0.24
H: -2.35344 -1.30969 1.04146  0.20
H: -0.84786 0.95279 1.20904  0.34

Forces on atoms 1 to 3 (eV/Å):
C 0.15 0.14 0.11
C 0.19 0.25 0.14
C 1.37 -1.20 -1.58

3.
The following is a DFT calculation (ωB97M-V/def2-TZVPD) of the molecule C5H8O.

Calculated values
- lowest unoccupied orbital energy (eV) = 0.042
- total charge = 0
- E_HOMO (eV) = -8.435

Each line ends with the Mulliken charge.
Cartesian coordinates (Å):
C: -0.13629 -1.88830 -0.18603  -0.89
C: 0.79531 -0.89967 -0.73993  -0.36
C: -1.01330 1.24872 -0.23388  -1.35
C: 0.36030 1.27273 0.35344  0.17
O: 0.63248 0.42986 1.44331  -0.47
C: 1.26562 0.11715 0.17102  0.03
H: -0.64573 -1.63628 0.74928  0.36
H: 0.57264 -2.70181 0.05514  0.33
H: -0.81336 -2.32648 -0.92479  0.29
H: -0.95753 1.31132 -1.32426  0.33
H: -1.62121 0.37741 -0.00315  0.34
H: -1.59811 2.10106 0.08915  0.37
H: 0.82638 2.26208 0.40561  0.40
H: 2.33281 0.33221 0.14510  0.46

Forces on atoms 1 to 3 (eV/Å):
C -0.15 0.11 0.03
C 0.24 -0.18 0.17
C -0.71 0.38 -0.56

Taking the records one at a time from the top gives E_tot values of -270.4658; -270.4017; -270.3861 hartree.
Taking the records one at a time from the top gives ΔE to the lowest compared entry with this formula, charge and spin values of 241.7; 410.1; 450.9 kJ/mol.